1.
Here is one molecule with the formula C7H9ClN2O2S in a non-equilibrium geometry from the Open Molecules 2025 dataset. Energies are from ωB97M-V/def2-TZVPD.

## Properties
Relative energy (zero: lowest compared OMol25 entry of this formula, charge and spin) in kJ/mol: 393.0
E_HOMO in eV: -8.405
Gap between HOMO and LUMO in eV: 7.6

Each line ends with the Mulliken charge.
CARTESIAN COORDINATES (ANGSTROEM)
H -0.0721 -0.0483 -1.7259  0.367
H -1.3923 0.8544 -2.2693  0.393
H 2.2720 -0.7406 2.0132  0.269
S -1.3981 1.4556 -0.0553  -0.074
N -1.3161 0.9350 2.4644  1.039
H 1.1103 -0.0760 0.3205  0.330
H 1.1104 1.9618 -2.6907  0.297
C 0.4777 -0.1944 1.1895  -0.361
H -0.5204 -3.5831 3.5349  0.319
H 1.0060 2.1983 -0.9000  0.254
C 1.1688 -0.9761 2.1435  -0.803
O -2.2758 1.6431 2.3741  -0.663
N -1.5948 -1.9549 2.6008  -0.436
C -0.5707 0.8654 -1.5725  -0.574
H -0.2697 2.8490 -1.8898  0.356
O -1.0279 0.4511 3.5181  -0.572
C -0.5817 0.5917 1.2733  0.517
Cl 1.9671 -2.8052 3.7868  -0.218
H -2.4273 -2.4527 2.9093  0.225
C 0.7367 -2.0164 2.9216  0.559
C -0.5956 -2.6075 3.0248  -0.280
C 0.4161 1.9928 -1.8220  -0.945

2.
Here is one molecule with the formula C7H9ClN2OS in a non-equilibrium geometry from the Open Molecules 2025 dataset. Energies are from ωB97M-V/def2-TZVPD.

## Properties
Relative energy (zero: lowest compared OMol25 entry of this formula, charge and spin) in kJ/mol: 194.0
E_HOMO (spin up / spin down) in eV: -6.268 / -6.266
Gap between HOMO and LUMO (spin up / spin down) in eV: 6.5 / 6.5

Each line ends with the Mulliken charge.
CARTESIAN COORDINATES (ANGSTROEM)
H 2.4718 -2.3952 2.0076  0.264
H -2.9582 1.7569 -0.4255  0.328
C 0.8264 -1.3901 0.8344  0.815
H 0.6723 -0.1891 -1.1252  0.166
C -0.8788 0.9173 0.5561  0.637
Cl 1.7760 -3.9059 0.2532  -0.234
N -1.0234 1.0021 -0.7200  0.075
O -1.5604 1.2674 1.4999  -0.586
C 0.9639 0.7894 1.8954  -0.353
H -2.7104 0.6890 -1.9404  0.302
C 0.0959 0.6805 -1.6156  -0.754
S 2.1440 -0.0977 2.7149  -0.088
N 0.3078 -0.0358 0.9542  0.076
H 0.1174 -2.4922 -0.7898  0.381
H 0.9839 1.8804 1.9126  0.336
H -0.3589 0.1013 -2.5051  0.318
C 0.8685 -2.4847 -0.0219  -0.608
C -2.2699 1.5276 -1.2700  -0.897
H 0.6959 1.4441 -2.1123  0.271
H -1.9480 2.4519 -1.9782  0.274
C 1.7844 -1.5172 1.8757  -0.724

3.
Here is C7H9ClO as an isolated structure in a non-equilibrium geometry from the Open Molecules 2025 dataset. Energies are from ωB97M-V/def2-TZVPD.

## Properties
Relative energy (zero: lowest compared OMol25 entry of this formula, charge and spin) in kJ/mol: 393.6
E_HOMO in eV: -8.307
Gap between HOMO and LUMO in eV: 9.0

Each line ends with the Mulliken charge.
CARTESIAN COORDINATES (ANGSTROEM)
C 0.2162 -1.1289 -0.8959  -0.670
H -2.2420 1.5581 0.5073  0.471
C -0.3233 0.9432 -0.1799  0.415
H 2.2430 -2.3920 1.2733  0.310
C 1.8590 -1.6342 1.9609  -0.845
H -0.0155 1.8521 0.4286  0.238
O 0.4883 1.0470 -1.3297  -0.387
C -0.3115 -0.4845 0.2602  0.045
H -1.6386 2.3936 -0.8290  0.470
H 1.0424 -0.1295 -2.7114  0.400
H 0.2672 -2.1914 -1.1378  0.400
H -1.1485 -0.8051 0.7690  0.452
H 2.4711 -1.4473 2.8175  0.287
C 1.0003 -0.6313 1.7877  0.286
Cl 0.7938 0.5542 3.0494  -0.206
C -1.7854 1.4363 -0.3834  -1.870
H -2.3982 0.9688 -1.0726  0.437
C 0.7916 -0.2179 -1.6645  -0.231

4.
Here is a 2-piece molecular cluster, C7H9ClO2Si overall from the Open Molecules 2025 dataset. Energies are from ωB97M-V/def2-TZVPD.

## Properties
E_HOMO (spin up / spin down) in eV: -6.988 / -9.389
Multiplicity: 3
Gap between HOMO and LUMO (spin up / spin down) in eV: 7.7 / 8.1

Each line ends with the Löwdin spin population.
CARTESIAN COORDINATES (ANGSTROEM)
H -0.0938 -3.9038 -0.1989  0.010
C 0.0409 -2.8401 -0.3325  0.153
C 0.3925 -0.0767 -0.6911  0.060
C -0.8120 -0.7219 -1.0702  0.124
C 0.5819 1.2838 -0.8984  0.529
H 2.3292 -0.4063 0.1907  0.005
C 1.4057 -0.8790 -0.1099  0.124
H -0.1588 1.8715 -1.4103  0.035
O -2.4704 3.4025 2.2846  0.133
H 0.0136 4.0027 3.4963  0.011
H 1.5023 1.7651 -0.6246  0.030
Cl -1.1261 0.7830 2.8696  0.142
H -1.6032 -0.1245 -1.5000  0.005
C 1.2287 -2.2306 0.0573  -0.008
H -3.3150 2.9650 2.2065  0.005
Si -1.0551 2.6431 2.0238  0.550
H -1.9008 -2.5486 -1.1892  -0.004
O 0.1015 3.5777 2.6355  0.110
C -0.9763 -2.0732 -0.8922  -0.009
H 2.0163 -2.8285 0.4943  -0.004

5.
Here is one molecule with the formula C7H9F in a non-equilibrium geometry from the Open Molecules 2025 dataset. Energies are from ωB97M-V/def2-TZVPD.

## Properties
Relative energy (zero: lowest compared OMol25 entry of this formula, charge and spin) in kJ/mol: 255.9
E_HOMO in eV: -9.590
Gap between HOMO and LUMO in eV: 10.6

Each line ends with the Mulliken charge.
CARTESIAN COORDINATES (ANGSTROEM)
C 0.4396 0.3244 -0.4417  -0.783
C 2.5977 -0.8991 -0.6191  -1.134
H -3.0779 -2.3431 -0.7197  0.382
H 0.6934 0.8312 -1.3477  0.261
H -1.1857 0.5447 1.9620  0.333
H 3.4540 -0.5882 0.0248  0.285
F -1.4342 1.7933 -1.0565  -0.382
H -0.4916 2.0713 1.3788  0.375
C -1.8166 -0.4642 -0.4099  -1.177
C -1.0368 0.6811 -0.0769  1.533
H 2.7476 -2.0025 -0.7424  0.288
C 1.3109 -0.5378 0.1314  0.187
C -1.2793 1.3856 1.2782  -1.264
H 2.6387 -0.3814 -1.5264  0.351
H -2.3125 1.8962 1.4698  0.325
C -2.6031 -1.3641 -0.4386  0.080
H 1.3557 -0.9472 1.1338  0.338

6.
Here is a 2-piece molecular cluster, C7H9F3N2 overall in a non-equilibrium geometry from the Open Molecules 2025 dataset. Energies are from ωB97M-V/def2-TZVPD.

## Properties
Relative energy (zero: lowest compared OMol25 entry of this formula, charge and spin) in kJ/mol: 156.9
E_HOMO (spin up / spin down) in eV: -8.847 / -8.844
Gap between HOMO and LUMO (spin up / spin down) in eV: 7.7 / 7.7

Each line ends with the Mulliken charge.
CARTESIAN COORDINATES (ANGSTROEM)
C 0.7740 -1.9530 -0.0667  -1.623
C 1.6971 0.4887 -0.2163  0.953
C -2.0322 -0.5347 -0.0226  -0.451
C 0.4816 -0.4328 0.0115  0.494
C -3.0245 0.4275 -0.1822  -0.549
H -2.0670 -1.5642 0.2375  0.441
F 1.7914 0.8239 -1.4783  -0.293
H 1.7344 -2.0307 0.2630  0.450
H 3.6424 0.2432 -0.4796  0.267
H 3.1719 0.0325 1.0470  0.253
C -0.8071 0.1413 0.0082  0.391
F 1.3435 1.7079 0.4962  -0.389
N 2.9147 -0.1852 0.1061  -0.597
H -4.1339 0.1160 -0.2199  0.306
H 0.1472 -2.5437 0.6492  0.444
C -2.4018 1.6286 -0.3906  -0.442
H -0.5905 2.3242 -0.1558  0.213
H 0.6172 -2.2027 -1.1166  0.360
H -2.9161 2.5119 -0.5751  0.452
N -1.0896 1.4645 -0.1945  -0.016
F 0.7473 -0.4631 2.2795  -0.667

7.
Here is one molecule with the formula C7H9FO in a non-equilibrium geometry from the Open Molecules 2025 dataset. Energies are from ωB97M-V/def2-TZVPD.

## Properties
Relative energy (zero: lowest compared OMol25 entry of this formula, charge and spin) in kJ/mol: 336.9
E_HOMO (spin up / spin down) in eV: -8.894 / -7.598
Gap between HOMO and LUMO (spin up / spin down) in eV: 9.4 / 6.4

Each line ends with the Mulliken charge.
CARTESIAN COORDINATES (ANGSTROEM)
H -0.9721 -0.4479 -1.5293  0.536
H -2.6938 1.5195 1.1290  0.376
H 0.7211 1.6448 -1.4737  0.455
C -1.2180 0.2218 0.4544  0.397
C 1.9281 0.3862 -0.1556  0.393
F -0.9529 -0.0086 1.7256  -0.256
H -2.9909 0.8687 -0.5634  0.263
H 1.0284 -1.8542 -1.0713  0.349
C 0.4418 -1.5525 -0.2375  -0.978
C 0.8046 0.7321 -0.8835  -0.597
O 2.9236 1.0738 0.0394  -0.601
C -0.3315 -0.2950 -0.7045  0.074
H 0.0602 -2.3643 0.2354  0.433
C -2.1910 1.2330 0.2315  -1.175
H -1.7241 2.0314 -0.2569  0.321
H 1.1070 -0.6005 1.5789  0.269
C 1.5766 -0.9501 0.6781  -0.567
H 2.4830 -1.6383 0.8036  0.311

8.
Here is a 2-piece molecular cluster, C7H9IN2 overall in a non-equilibrium geometry from the Open Molecules 2025 dataset. Energies are from ωB97M-V/def2-TZVPD.

## Properties
Relative energy (zero: lowest compared OMol25 entry of this formula, charge and spin) in kJ/mol: 431.8
E_HOMO (spin up / spin down) in eV: -8.041 / -7.364
Gap between HOMO and LUMO (spin up / spin down) in eV: 8.0 / 7.0

Each line ends with the Mulliken charge.
CARTESIAN COORDINATES (ANGSTROEM)
C -1.0324 -0.8915 -0.6851  -0.587
H 0.0746 -1.5857 1.8302  0.379
I 1.8228 1.1046 0.2377  0.023
C 1.6679 -2.6222 0.8459  -0.275
N 2.0549 -2.6194 -0.4679  -0.517
C -0.1837 1.6658 -0.1190  -0.040
C 0.4150 -1.9426 0.9006  -0.347
C 1.2267 -1.9867 -1.2105  -0.120
H -0.2798 3.8388 -0.2798  0.239
H 2.1535 -3.1649 1.6448  0.387
H -2.2174 1.8844 0.8751  0.163
C -1.1488 2.2446 0.8305  -0.490
H -1.4246 3.1313 -1.3690  0.234
H 1.4324 -1.7387 -2.2651  0.321
H -1.8033 -0.7684 0.0552  0.363
N 0.0657 -1.5944 -0.3868  0.042
H -0.8313 2.6340 1.7111  0.299
H -1.1391 -0.5935 -1.6710  0.403
C -0.8531 3.0044 -0.4771  -0.479

9.
Here is one molecule with the formula C7H9N in a non-equilibrium geometry from the Open Molecules 2025 dataset. Energies are from ωB97M-V/def2-TZVPD.

## Properties
Relative energy (zero: lowest compared OMol25 entry of this formula, charge and spin) in kJ/mol: 443.9
E_HOMO in eV: -8.504
Gap between HOMO and LUMO in eV: 9.6

Each line ends with the Mulliken charge.
CARTESIAN COORDINATES (ANGSTROEM)
C 0.4013 2.0747 0.3449  -0.433
H 0.8455 -1.4033 1.8692  0.165
C -0.5744 -1.3595 -0.1283  -0.087
C 0.2679 -2.0214 1.0356  -0.582
H -0.7826 -2.0496 -1.0866  0.273
H -0.3390 0.1881 -2.4418  0.401
C 0.0087 0.4707 -1.4758  -0.520
H 0.5204 3.0541 0.7721  0.407
C -0.2782 0.0102 -0.3623  0.521
H -0.2153 0.6527 1.8497  0.445
C -0.2348 1.0024 0.8509  -0.715
C 0.7273 1.8513 -1.1557  -0.532
H 0.3325 2.6789 -1.9085  0.251
N -1.2022 -1.6249 1.1735  -0.530
H 1.7337 1.8852 -1.4725  0.344
H -1.7976 -2.4227 1.3070  0.234
H 0.5869 -2.9871 0.8285  0.358

10.
Here is one molecule with the formula C7H9N in a non-equilibrium geometry from the Open Molecules 2025 dataset. Energies are from ωB97M-V/def2-TZVPD.

## Properties
Relative energy (zero: lowest compared OMol25 entry of this formula, charge and spin) in kJ/mol: 274.9
E_HOMO in eV: -9.218
Gap between HOMO and LUMO in eV: 10.0

Each line ends with the Mulliken charge.
CARTESIAN COORDINATES (ANGSTROEM)
H 0.6370 0.7076 1.8087  0.265
H -3.3790 0.2468 -0.5796  0.380
C -1.2718 0.0481 0.2525  -0.228
H 0.5741 -2.0485 1.0481  0.370
H 2.0322 -1.4596 1.8014  0.268
C -1.6438 0.9170 -1.7510  0.002
H 1.9145 -0.1393 -0.8749  0.504
C 1.4564 -1.5327 0.7688  -1.278
C 1.3020 -0.1894 -0.0514  -0.020
N -0.3975 1.0932 -1.6797  -0.741
H 1.4363 1.9851 0.7544  0.266
H -1.2259 -0.4635 1.2008  0.364
C -2.3099 0.2762 -0.6300  -0.882
C 0.9724 0.9849 0.8050  -0.773
C -0.0533 0.6137 -0.3440  0.813
H 2.1090 -2.2336 0.1948  0.306
H -2.1528 1.1941 -2.7241  0.384

11.
Here is one molecule with the formula C7H9N in a non-equilibrium geometry from the Open Molecules 2025 dataset. Energies are from ωB97M-V/def2-TZVPD.

## Properties
Relative energy (zero: lowest compared OMol25 entry of this formula, charge and spin) in kJ/mol: 487.8
E_HOMO in eV: -8.251
Gap between HOMO and LUMO in eV: 9.2

Each line ends with the Mulliken charge.
CARTESIAN COORDINATES (ANGSTROEM)
H 0.7629 2.5331 -0.8162  0.441
H -1.1773 -1.3018 -1.4172  0.354
C 0.1870 0.7063 0.1682  0.697
H -3.1038 -0.4908 1.1785  0.299
C 1.7801 -2.0773 -0.0157  -0.615
H 2.6127 -1.4784 -0.3675  0.257
H 0.5568 1.1489 -1.8863  0.291
C 0.1489 1.6522 -1.0068  -1.251
H -2.1541 0.9991 1.7866  0.283
C -0.5577 -1.0882 -0.5490  -0.673
N 0.9684 0.7690 1.1502  -0.637
C -2.2082 0.1139 1.1639  -0.742
C -1.1707 -0.2486 0.4546  0.274
C 0.5512 -1.8133 -0.3185  0.235
H 1.6357 1.5376 1.1018  0.249
H -0.8716 1.9704 -1.2222  0.301
H 2.0399 -2.9322 0.5957  0.236

12.
Here is C7H9N as an isolated structure in a non-equilibrium geometry from the Open Molecules 2025 dataset. Energies are from ωB97M-V/def2-TZVPD.

## Properties
Relative energy (zero: lowest compared OMol25 entry of this formula, charge and spin) in kJ/mol: 755.8
E_HOMO in eV: -9.007
Gap between HOMO and LUMO in eV: 8.6

Each line ends with the Mulliken charge.
CARTESIAN COORDINATES (ANGSTROEM)
H -0.8393 1.8764 -0.3349  0.313
H 1.3270 -2.2806 0.5670  0.237
H 0.9327 0.1068 -1.8161  0.182
H 2.3581 -0.8554 -0.6489  0.325
C 0.0703 -0.2071 -1.2853  -0.654
C 0.1144 0.2392 2.3914  -0.169
C -1.3113 1.3684 0.6302  -0.940
H 2.3661 -0.6283 1.2040  0.303
H -0.5550 0.2855 -3.3366  0.196
C 1.5624 -1.0471 0.2117  -1.302
H -1.8841 -1.0210 -1.9486  0.280
C -0.9697 -0.4223 -2.2145  -0.498
C 0.3473 -0.2157 0.0121  1.144
N 0.4814 -0.0744 3.5374  -0.498
C -0.1143 0.5346 0.9659  0.531
H -1.6291 1.9881 1.5541  0.377
H -2.2570 0.3529 0.5111  0.174

no.,E (eV)
1,-37832.073
2,-35785.745
3,-21970.791
4,-31901.140
5,-10118.779
6,-18535.111
7,-12165.952
8,-18480.027
9,-8890.556
10,-8892.307
11,-8890.101
12,-8887.323